Record 1
Formula: C11H7AuCl5N3O
Source: the OMol25 dataset
Level of theory: ωB97M-V with the def2-TZVPD basis set

Geometry as ORCA input:
```
! RIJCOSX wB97M-V def2-TZVPD def2/J DEFGRID3
* xyz 0 1
Au -0.98100 0.67017 0.99183
Cl 1.33887 2.08202 2.66606
C 1.00794 0.45798 3.13939
C -0.12762 -0.15527 2.62435
C -0.30055 -1.49005 2.98304
Cl -1.65750 -2.33896 2.34935
C 0.59496 -2.17850 3.79526
Cl 0.38770 -3.84940 4.12094
C 1.71465 -1.51789 4.29206
Cl 2.85950 -2.34873 5.26714
C 1.91861 -0.17970 3.96989
Cl 3.32927 0.63750 4.52587
C -2.19754 -1.06782 -3.52796
N -1.35749 -0.02496 -2.98952
C -0.31937 0.49742 -3.66529
C 0.51737 1.40404 -3.09747
C 0.27917 1.75718 -1.73596
N -0.76385 1.24979 -1.09796
C -1.59909 0.34472 -1.66473
O -2.50762 -0.15829 -1.03776
N 1.08574 2.59073 -1.07220
H -2.05094 -1.15007 -4.60086
H -3.23644 -0.83258 -3.30087
H -1.95986 -2.01981 -3.04914
H -0.18397 0.14879 -4.67899
H 1.34479 1.82126 -3.64448
H 1.95015 2.90922 -1.47480
H 0.91410 2.74121 -0.08719
*
```

## Properties
HOMO in eV: -8.349
Orbital gap in eV: 8.24
Electronic energy in eV: -84343.61317
LUMO level in eV: -0.11

---

Record 2
Formula: C20H63B2N5O5Pt
Source: the OMol25 dataset
Level of theory: ωB97M-V with the def2-TZVPD basis set

Geometry as ORCA input:
```
! RIJCOSX wB97M-V def2-TZVPD def2/J DEFGRID3
* xyz 0 3
Pt -24.81997 -10.55781 -14.19139
B -23.73287 -10.64870 -12.09351
H -22.74872 -11.08709 -12.03418
H -24.03180 -10.16248 -11.17783
H -23.74506 -9.86745 -12.83765
H -24.39551 -11.42028 -12.45382
B -22.98143 -9.82024 -15.45386
H -21.99931 -9.37439 -15.42378
H -23.15811 -10.10428 -16.47970
H -23.01099 -10.74581 -14.90007
H -23.74265 -9.11218 -15.16498
C -28.95934 -10.18863 -12.71640
C -27.75294 -9.97167 -13.59052
C -27.01316 -8.57784 -13.33124
O -25.70779 -8.52890 -13.88691
C -24.99510 -7.40007 -13.44655
N -26.72732 -11.02159 -13.25618
H -29.49844 -11.00930 -13.18965
H -29.66238 -9.35677 -12.75936
H -28.72704 -10.43078 -11.67934
H -28.08402 -10.20627 -14.60218
H -27.08800 -8.31821 -12.27527
H -27.65906 -7.88260 -13.86750
H -24.94377 -7.30510 -12.36191
H -25.27894 -6.47114 -13.94113
H -23.92665 -7.51795 -13.62716
H -26.65137 -10.99623 -12.24936
H -27.15254 -11.92723 -13.39440
C -22.68046 -13.53367 -14.38078
C -23.79937 -13.37726 -15.38463
C -24.13553 -14.78316 -15.93837
O -25.27670 -14.71539 -16.78263
C -25.79094 -15.99995 -17.20251
N -24.90603 -12.82321 -14.68111
H -22.90194 -14.26204 -13.60070
H -22.40810 -12.59185 -13.90445
H -21.76934 -13.86795 -14.87697
H -23.56031 -12.68479 -16.19175
H -24.31426 -15.51403 -15.14971
H -23.31054 -15.17495 -16.53335
H -24.99989 -16.74158 -17.31361
H -26.29666 -15.88274 -18.16095
H -26.54474 -16.38132 -16.51372
H -24.97351 -13.48734 -13.92316
H -25.70199 -13.22457 -15.15592
C -21.27733 -13.49752 -11.21970
C -22.50195 -13.45319 -10.25710
C -22.54863 -12.25891 -9.29412
O -21.46855 -12.15541 -8.29968
C -21.47345 -10.85512 -7.69545
N -23.65058 -13.66894 -11.06100
H -21.23863 -14.31526 -11.93936
H -20.34924 -13.59309 -10.65611
H -21.15598 -12.53450 -11.71564
H -22.29158 -14.28008 -9.57881
H -23.52276 -12.22580 -8.80619
H -22.41347 -11.41871 -9.97523
H -20.84628 -10.74567 -6.81070
H -22.50670 -10.56172 -7.50995
H -21.12389 -10.13795 -8.43813
H -23.58183 -12.87275 -11.67863
H -24.38595 -13.48389 -10.39385
C -26.01904 -9.59208 -9.01377
C -26.42468 -11.02685 -9.18203
C -27.87923 -11.21353 -8.79254
O -28.01706 -11.03804 -7.40330
C -28.84637 -9.92424 -7.04827
N -26.23634 -11.38684 -10.57951
H -24.95766 -9.46796 -9.22867
H -26.10698 -9.37396 -7.94945
H -26.60046 -8.95666 -9.68182
H -25.88423 -11.65988 -8.47826
H -28.21844 -12.23530 -8.96287
H -28.61167 -10.59189 -9.30750
H -29.92769 -10.06007 -7.02867
H -28.53075 -9.01499 -7.55988
H -28.79687 -9.70133 -5.98245
H -26.35858 -12.38105 -10.70877
H -25.26598 -11.16247 -10.74728
C -19.11825 -8.84459 -14.07606
C -20.02809 -9.68478 -13.16849
C -19.42625 -10.12332 -11.83296
O -18.52530 -11.19955 -12.10384
C -17.93279 -11.71845 -10.89623
N -21.24278 -8.93096 -12.99388
H -19.59777 -8.77616 -15.05252
H -18.17095 -9.37379 -14.17939
H -18.86105 -7.87866 -13.64140
H -20.40847 -10.50242 -13.78076
H -20.07977 -10.53843 -11.06570
H -18.90350 -9.28104 -11.37976
H -17.08236 -11.13366 -10.54568
H -17.51254 -12.65734 -11.25675
H -18.63518 -11.90729 -10.08438
H -21.91990 -9.44692 -12.45037
H -21.64243 -8.77162 -13.90766
*
```

## Properties
Energy above the lowest of the compared OMol25 structures with the same formula, charge and spin in kJ/mol: 34.5
HOMO (spin up / spin down) in eV: -7.603 / -7.605
Orbital gap (spin up / spin down) in eV: 7.44 / 6.76
Electronic energy in eV: -44037.44417
LUMO level (spin up / spin down) in eV: -0.17 / -0.84

---

What is the electronic energy in the first record?
-84343.61317 eV

---

electronic energy of number 1 (C11H7AuCl5N3O)?
-84343.61317 eV